(one)
Density functional theory data (wB97M-V/def2-TZVPD) for 2 unconnected molecules or ions with the total composition C3H7NO2.

As for the structure (SMILES): C=CN.O=CO. The HOMO energy comes out at -9.737 eV.

Geometry as ORCA input:
```
! wB97M-V def2-TZVPD RIJCOSX def2/J DEFGRID3
* xyz 0 1
C -2.07404 1.33166 -0.15384
C -1.09367 0.87296 -0.98664
N -0.33329 -0.39278 -0.66049
H -2.53829 2.21533 -0.48865
H -2.44633 0.76479 0.69830
H -0.73415 1.18790 -1.97940
H -0.81762 -0.82623 0.07185
H -0.33165 -1.13744 -1.43498
O 2.69188 -2.15928 0.97530
C 2.44844 -1.00518 1.09068
O 1.20500 -0.49720 1.32522
H 3.32013 -0.26185 1.07248
H 0.70359 -0.09265 0.47016
*
```

***

(two)
Density functional theory data (wB97M-V/def2-TZVPD) for a single C3H7NO2 molecule.

As for the structure (SMILES): O=CCNCO. The HOMO energy comes out at -9.424 eV.

Geometry as ORCA input:
```
! wB97M-V def2-TZVPD RIJCOSX def2/J DEFGRID3
* xyz 0 1
O -0.87699 -2.91067 1.04646
C -0.69876 -2.04585 0.23814
C 0.08682 -0.76766 0.45937
N -0.45078 0.36306 -0.28740
C 0.44818 1.35316 -0.75998
O 1.09532 2.09529 0.29868
H -1.07592 -2.13312 -0.79785
H 0.14289 -0.39399 1.48894
H 1.11315 -1.07985 0.22625
H -1.44155 0.48830 -0.32581
H -0.08448 2.11433 -1.32985
H 1.23808 0.84224 -1.30987
H 0.50403 2.07478 1.05291
*
```

***

How far above the most stable structure does each one sit? In kcal/mol: (one) 10.1; (two) 0.0.

***

(one)
Density functional theory data (wB97M-V/def2-TZVPD) for a single C3H7NO2 molecule.

As for the structure (SMILES): [H]/N=C/OCCO. The HOMO energy comes out at -8.944 eV.

Geometry as ORCA input:
```
! wB97M-V def2-TZVPD RIJCOSX def2/J DEFGRID3
* xyz 0 1
H 0.23441 2.02325 -0.88444
N 0.51201 1.58504 -0.04668
C 1.52192 0.88533 0.16187
O 1.40359 -0.44580 0.32859
C 0.20704 -0.95813 -0.37364
C -1.13667 -0.81378 0.34886
O -1.78314 0.42647 0.29580
H 2.47571 1.40860 0.07686
H 0.41914 -2.02363 -0.51635
H 0.15215 -0.48663 -1.36338
H -0.99268 -1.15036 1.38558
H -1.83416 -1.51042 -0.13258
H -1.17932 1.06007 0.71950
*
```

***

(two)
Density functional theory data (wB97M-V/def2-TZVPD) for a molecular structure, C3H7NO2.

The HOMO energy comes out at -8.982 eV.

Geometry as ORCA input:
```
! wB97M-V def2-TZVPD RIJCOSX def2/J DEFGRID3
* xyz 0 1
C -0.72124 -1.42295 0.78996
C -0.92118 0.34980 -1.09078
C 1.30856 0.24716 0.16727
N 0.19116 -0.42701 -0.46800
O -1.88259 -1.42239 0.60989
O 1.04221 1.07734 1.21024
H -0.02865 -2.02506 1.37944
H -1.26928 -0.32556 -1.82449
H -1.53574 0.69984 -0.29618
H -0.48882 1.15016 -1.56749
H 1.84842 0.62320 -0.59888
H 1.88406 -0.46396 0.67398
H 0.57309 1.93942 1.01503
*
```

***

How far above the most stable structure does each one sit? In kcal/mol: (one) 0.0; (two) 8.4.

***

(one)
Density functional theory data (wB97M-V/def2-TZVPD) for a single C3H3F3 molecule.

As for the structure (SMILES): C=CC(F)(F)F. The HOMO energy comes out at -11.159 eV.

Geometry as ORCA input:
```
! wB97M-V def2-TZVPD RIJCOSX def2/J DEFGRID3
* xyz 0 1
C -0.22460 1.89725 0.93301
C 0.10834 0.61810 1.07129
C 0.06772 -0.38023 -0.10502
F -0.60627 -1.49507 0.08614
F -0.64336 0.17015 -1.15131
F 1.31922 -0.65046 -0.60343
H -0.25511 2.57179 1.72801
H -0.60155 2.30616 -0.00456
H 0.52157 0.08967 1.89820
*
```

***

(two)
Density functional theory data (wB97M-V/def2-TZVPD) for 2 unconnected molecules or ions with the total composition C3H3F3.

As for the structure (SMILES): FC(F)F.C#C. The HOMO energy comes out at -10.747 eV.

Geometry as ORCA input:
```
! wB97M-V def2-TZVPD RIJCOSX def2/J DEFGRID3
* xyz 0 1
F 2.62142 0.80272 -0.06368
C 2.53504 -0.14802 0.90530
F 3.72885 -0.41515 1.33404
F 2.02816 -1.25241 0.35417
H 1.77331 0.21233 1.72910
C -0.75669 -0.01226 -1.31603
C -1.08520 0.72983 -0.41494
H -0.33283 -0.68506 -2.09542
H -1.39328 1.19150 0.43414
*
```

***

How far above the most stable structure does each one sit? In kcal/mol: (one) 0.0; (two) 41.0.

***

(one)
Density functional theory data (wB97M-V/def2-TZVPD) for a molecular structure, CH2O2S3.

The HOMO energy (alpha / beta) comes out at -9.507 / -9.508 eV.

Geometry as ORCA input:
```
! wB97M-V def2-TZVPD RIJCOSX def2/J DEFGRID3
* xyz 0 1
C 1.35047 0.83324 0.10683
O -1.16230 -1.28641 -0.96642
O -1.95148 -0.29085 1.06028
S 0.02151 1.57437 -0.57847
S 1.45936 -0.87424 0.36919
S -1.94953 -0.16994 -0.34271
H 2.19126 1.48188 0.60715
H 0.04071 -1.26805 -0.25586
*
```

***

(two)
Density functional theory data (wB97M-V/def2-TZVPD) for a single CH2O2S3 molecule.

As for the structure (SMILES): OSC(=S)SO. The HOMO energy comes out at -9.168 eV.

Geometry as ORCA input:
```
! wB97M-V def2-TZVPD RIJCOSX def2/J DEFGRID3
* xyz 0 1
O -1.11194 -1.36572 -1.72037
S -1.24424 0.16611 -1.20465
C 0.03329 0.32551 0.12961
S 0.44940 -1.06388 0.97314
S 0.48701 1.87325 0.59369
O 1.63729 1.37203 1.62549
H -1.97787 -1.74911 -1.73898
H 1.72708 0.44182 1.34206
*
```

***

How far above the most stable structure does each one sit? In kcal/mol: (one) 0.0; (two) 8.3.

***

(one)
Density functional theory data (wB97M-V/def2-TZVPD) for a single C22H22N2O6 molecule.

As for the structure (SMILES): COC(=O)COc1ccc([C@@H]2NC(=O)NC(c3ccccc3)=C2C(C)=O)cc1OC. The HOMO energy comes out at -8.169 eV.

Geometry as ORCA input:
```
! wB97M-V def2-TZVPD RIJCOSX def2/J DEFGRID3
* xyz 0 1
C -1.10331 -5.28741 2.54012
O 0.03844 -4.70269 3.15676
C 0.73350 -3.84613 2.40208
O 0.45609 -3.56177 1.26963
C 1.93333 -3.31325 3.17272
O 2.53258 -2.20761 2.55035
C 1.76890 -1.15904 2.11871
C 2.39013 -0.32329 1.19849
C 1.75470 0.78745 0.68168
C 0.46479 1.09769 1.08329
C -0.26166 2.30578 0.49709
N -1.69874 2.21477 0.67403
C -2.42350 1.30244 -0.01815
O -3.52851 0.91850 0.29423
N -1.80266 0.87881 -1.18548
C -0.74995 1.55303 -1.75809
C -0.56321 1.29991 -3.19602
C 0.60607 0.70411 -3.65792
C 0.75297 0.42419 -5.00236
C -0.26013 0.73586 -5.89533
C -1.42825 1.32072 -5.43874
C -1.58634 1.59221 -4.09145
C 0.00877 2.38257 -0.99301
C 0.97439 3.31059 -1.57728
C 1.66400 4.26875 -0.62527
O 1.20247 3.36176 -2.77071
C -0.16006 0.27526 2.00991
C 0.46555 -0.84530 2.53803
O -0.13579 -1.66759 3.45904
C -1.51351 -1.51120 3.70718
H -1.78436 -4.51030 2.18849
H -1.57884 -5.89978 3.30160
H -0.80097 -5.90058 1.68890
H 2.70742 -4.08785 3.19015
H 1.62696 -3.09590 4.20212
H 3.38881 -0.58323 0.88678
H 2.26112 1.39517 -0.05129
H 0.06969 3.21225 1.01031
H -2.10049 2.53017 1.54288
H -2.34184 0.24896 -1.76408
H 1.39037 0.46444 -2.95653
H 1.66252 -0.03667 -5.35734
H -0.13785 0.52400 -6.94718
H -2.21936 1.56638 -6.13166
H -2.49397 2.05849 -3.73434
H 2.39730 4.84280 -1.18597
H 0.93334 4.95591 -0.20224
H 2.16007 3.74024 0.18453
H -1.16377 0.50618 2.32706
H -1.79063 -2.35421 4.33929
H -1.72160 -0.57975 4.24327
H -2.09650 -1.53873 2.78177
*
```

***

(two)
Density functional theory data (wB97M-V/def2-TZVPD) for a single C22H22N2O6 molecule.

As for the structure (SMILES): COc1ccccc1OCC(=O)Nc1ccc2c(c1)C(=O)N(C[C@@H]1CCCO1)C2=O. The HOMO energy comes out at -8.666 eV.

Geometry as ORCA input:
```
! wB97M-V def2-TZVPD RIJCOSX def2/J DEFGRID3
* xyz 0 1
C 1.68241 2.93272 1.97606
O 2.67811 2.16241 1.18173
C 2.33333 1.49120 -0.16273
C 0.98633 1.59433 -0.52310
C 0.71339 0.92011 -1.61677
C 1.81225 0.43894 -2.57295
C 3.05630 0.43250 -2.00166
C 3.39678 0.97478 -0.70094
O 4.52947 1.20413 -0.03532
C 5.26782 -0.06052 -0.33205
C 4.51257 -1.43142 -0.14092
O 4.55922 -2.44802 -0.54971
N 3.63974 -1.38330 1.04094
C 2.23861 -1.68984 1.02627
C 1.95553 -2.60994 0.11065
C 0.46827 -2.92271 0.10879
C -0.46366 -2.12468 0.49009
C -0.10409 -0.97551 1.55433
C 1.34059 -0.71645 1.67411
C -1.17314 -0.10971 1.56160
O -1.13821 0.76234 2.43906
N -2.24282 -1.11897 1.24855
C -3.54670 -0.41400 1.27791
C -3.58266 0.84445 0.22674
C -4.96798 1.07908 -0.03529
C -5.31083 0.21278 -1.09344
C -3.93060 -0.25990 -1.83788
O -2.98794 0.34385 -1.02248
C -1.84952 -1.87336 0.44302
O -2.74450 -2.76615 -0.01688
H 1.45438 3.78304 1.29860
H 2.26930 3.37577 2.77674
H 0.78956 2.35809 2.09853
H 0.24683 2.20263 -0.10838
H -0.32980 1.10650 -2.13350
H 1.68255 0.01517 -3.49557
H 4.03708 -0.24320 -2.39371
H 6.19005 -0.27604 0.40576
H 5.85393 -0.11972 -1.18626
H 3.81220 -0.46032 1.54258
H 2.74513 -3.39275 -0.33130
H 0.06499 -3.72967 -0.69813
H 1.60863 0.03289 2.42127
H -3.84903 0.08748 2.15164
H -4.28334 -1.19822 0.75632
H -3.11068 1.50376 0.66401
H -5.88770 1.10175 0.86553
H -5.18507 2.14752 -0.50707
H -5.90516 0.70932 -2.13464
H -5.96699 -0.56170 -0.92817
H -3.65250 0.33918 -2.82572
H -3.71242 -1.27060 -1.95630
*
```

***

How far above the most stable structure does each one sit? In kcal/mol: (one) 0.0; (two) 360.7.